{"formula": "C57H148N8O18", "method": "ωB97M-V/def2-TZVPD", "symbols": ["C", "C", "C", "O", "H", "H", "H", "H", "H", "H", "H", "H", "C", "C", "C", "O", "H", "H", "H", "H", "H", "H", "H", "H", "C", "C", "C", "O", "H", "H", "H", "H", "H", "H", "H", "H", "C", "C", "C", "O", "H", "H", "H", "H", "H", "H", "H", "H", "C", "C", "C", "O", "H", "H", "H", "H", "H", "H", "H", "H", "C", "O", "C", "C", "N", "C", "C", "O", "C", "H", "H", "H", "H", "H", "H", "H", "H", "H", "H", "H", "H", "H", "H", "H", "C", "O", "C", "C", "N", "C", "C", "O", "C", "H", "H", "H", "H", "H", "H", "H", "H", "H", "H", "H", "H", "H", "H", "H", "C", "O", "C", "C", "N", "C", "C", "O", "C", "H", "H", "H", "H", "H", "H", "H", "H", "H", "H", "H", "H", "H", "H", "H", "C", "O", "C", "C", "N", "C", "C", "O", "C", "H", "H", "H", "H", "H", "H", "H", "H", "H", "H", "H", "H", "H", "H", "H", "C", "O", "C", "C", "N", "C", "C", "O", "C", "H", "H", "H", "H", "H", "H", "H", "H", "H", "H", "H", "H", "H", "H", "H", "C", "C", "C", "O", "C", "N", "H", "H", "H", "H", "H", "H", "H", "H", "H", "H", "H", "C", "C", "C", "O", "C", "N", "H", "H", "H", "H", "H", "H", "H", "H", "H", "H", "H", "C", "C", "C", "O", "C", "N", "H", "H", "H", "H", "H", "H", "H", "H", "H", "H", "H"], "coordinates": [[0.017130, 4.258871, -6.956052], [1.305998, 4.930419, -6.340508], [0.934315, 5.884329, -5.195695], [2.108356, 3.878666, -5.864008], [-0.596740, 3.654420, -6.288296], [0.242793, 3.577041, -7.775972], [-0.626095, 4.983647, -7.455111], [1.877038, 5.517888, -7.059459], [0.266871, 5.362039, -4.510253], [0.489794, 6.800915, -5.583482], [1.745108, 6.042181, -4.484500], [1.792785, 3.598871, -5.001614], [-6.978967, 2.976088, -11.110505], [-7.048416, 1.399083, -11.167189], [-6.165504, 0.625239, -10.167334], [-8.397703, 1.113350, -10.995108], [-6.028867, 3.406063, -11.427587], [-7.087788, 3.182022, -10.045690], [-7.759387, 3.489458, -11.672187], [-6.817390, 1.057762, -12.176267], [-6.252341, 0.968102, -9.136314], [-5.101216, 0.585328, -10.399268], [-6.448182, -0.425279, -10.099344], [-8.648212, 0.533575, -11.718094], [-8.152984, -9.827646, -5.548200], [-8.652875, -10.296403, -6.872011], [-9.869900, -11.252272, -6.854004], [-8.940236, -9.195452, -7.675806], [-7.403195, -9.070894, -5.778909], [-7.605557, -10.651022, -5.089417], [-8.991008, -9.487622, -4.939751], [-7.886441, -10.926610, -7.323155], [-10.685683, -10.768275, -6.317023], [-9.622754, -12.179542, -6.337105], [-10.085194, -11.444205, -7.905152], [-9.842419, -8.885835, -7.567113], [15.770667, -1.102959, -1.608885], [15.959101, -1.929741, -0.365636], [16.493888, -3.306564, -0.493726], [16.813097, -1.199462, 0.466763], [15.076191, -1.598570, -2.287238], [16.613373, -1.122488, -2.299936], [15.475501, -0.071016, -1.418937], [15.018101, -1.926097, 0.184444], [17.373242, -3.230183, -1.133265], [15.732896, -3.921836, -0.973764], [16.749200, -3.842614, 0.420364], [17.030383, -1.604859, 1.309400], [8.837025, -4.921010, -3.130594], [8.674878, -5.818596, -1.954999], [7.637803, -6.979186, -1.931152], [9.939019, -6.358902, -1.670676], [9.658959, -4.206202, -3.090710], [8.022268, -4.216785, -3.298922], [8.822689, -5.579358, -3.999190], [8.480730, -5.120824, -1.140434], [6.658791, -6.562294, -1.694829], [7.771565, -7.658142, -1.088996], [7.484121, -7.555444, -2.843511], [10.177718, -6.613999, -2.564851], [-12.689236, 1.328074, 8.596138], [-11.777463, 0.711188, 7.656301], [-12.449294, 0.143156, 6.517659], [-11.335346, -0.436898, 5.537586], [-10.439122, -1.360452, 6.233230], [-9.149099, -1.567797, 5.534277], [-8.300749, -0.255897, 5.633130], [-8.179072, 0.092778, 7.017052], [-7.319945, 1.178293, 7.323448], [-13.569875, 1.832108, 8.197988], [-12.172959, 2.082847, 9.189329], [-12.965729, 0.566894, 9.325693], [-13.052158, 0.920521, 6.048233], [-13.112667, -0.676969, 6.792314], [-10.733814, 0.395421, 5.172204], [-11.749807, -0.920294, 4.652918], [-10.157167, -0.799947, 7.024707], [-9.367828, -1.857003, 4.506352], [-8.665353, -2.401550, 6.043144], [-8.812210, 0.607840, 5.208330], [-7.340632, -0.409639, 5.140550], [-7.075551, 1.197158, 8.385536], [-7.753497, 2.155350, 7.110163], [-6.353899, 1.056569, 6.833499], [-2.511823, -1.646148, -1.293742], [-1.392748, -0.912827, -0.753115], [-1.342464, 0.467085, -1.036305], [-0.190882, 1.011350, -0.180387], [1.077317, 0.508375, -0.715228], [2.121027, 0.742554, 0.266054], [3.456717, 0.146583, -0.216890], [4.486108, 0.452643, 0.699175], [5.823293, 0.516855, 0.272448], [-2.452857, -1.726481, -2.379177], [-3.452525, -1.224597, -0.939487], [-2.354713, -2.648922, -0.896416], [-2.274012, 0.954948, -0.749415], [-1.312270, 0.647293, -2.110880], [-0.358493, 0.870823, 0.887444], [-0.166250, 2.085749, -0.362445], [0.883994, -0.462887, -0.913638], [1.830007, 0.289593, 1.213799], [2.309440, 1.808872, 0.390709], [3.730568, 0.379760, -1.245837], [3.423029, -0.942154, -0.256839], [6.280055, 1.458144, 0.578107], [5.820483, 0.558044, -0.816772], [6.459317, -0.313613, 0.578903], [-3.182878, 5.645858, 3.417082], [-4.637930, 5.541346, 3.266724], [-5.358913, 6.669944, 2.762639], [-6.886975, 6.681886, 3.001656], [-7.529427, 5.686569, 2.119713], [-8.958755, 5.454777, 2.319607], [-9.583511, 4.709239, 1.107566], [-9.053664, 3.393848, 0.926336], [-9.803847, 2.590204, -0.058491], [-2.845357, 4.624733, 3.594579], [-2.865805, 6.100319, 4.355718], [-2.577067, 6.095035, 2.630101], [-5.176138, 6.810494, 1.697303], [-5.079085, 7.570992, 3.308453], [-7.230885, 7.711759, 2.905771], [-7.127100, 6.359084, 4.014691], [-7.027480, 4.811100, 2.078537], [-9.433526, 6.419362, 2.499183], [-9.051100, 4.879867, 3.241058], [-9.349358, 5.391281, 0.290209], [-10.667273, 4.647972, 1.206580], [-10.676483, 2.209137, 0.471984], [-9.284061, 1.684556, -0.371108], [-10.053078, 3.151193, -0.959200], [3.318670, -6.631338, 5.387319], [1.901907, -6.911214, 5.375714], [1.204980, -6.111777, 4.327573], [-0.166332, -6.709369, 4.188579], [-0.148166, -7.875807, 3.350624], [-1.553309, -8.394448, 3.212941], [-2.221454, -9.063286, 4.458109], [-2.910365, -8.116922, 5.286380], [-3.612108, -8.733763, 6.387241], [3.892850, -7.122382, 6.172986], [3.416595, -5.561312, 5.570552], [3.831915, -6.904749, 4.465405], [1.821742, -6.227710, 3.436359], [1.121209, -5.047072, 4.545485], [-0.824455, -5.988584, 3.703369], [-0.611370, -6.819006, 5.177536], [0.275897, -8.667396, 3.812856], [-1.590796, -9.122619, 2.402715], [-2.222632, -7.632832, 2.812889], [-1.496278, -9.652137, 5.019782], [-2.964313, -9.733306, 4.025283], [-4.657153, -8.923537, 6.142355], [-3.645878, -7.980818, 7.174677], [-3.187489, -9.634770, 6.829934], [4.809544, 2.606415, 5.799281], [5.265393, 3.905937, 5.671166], [6.651730, 3.976792, 5.446338], [6.959467, 5.301641, 4.674218], [6.651873, 5.237704, 3.245529], [7.510245, 6.196340, 2.506799], [7.027527, 6.283742, 1.068701], [8.060508, 6.897977, 0.307203], [7.827179, 6.952793, -1.062407], [3.743260, 2.391959, 5.871073], [5.167924, 2.253108, 6.766150], [5.127736, 1.975619, 4.969253], [7.093505, 3.119604, 4.938240], [7.158993, 3.957808, 6.410926], [8.046068, 5.363622, 4.733866], [6.417861, 6.136826, 5.118316], [6.872498, 4.260849, 3.114446], [8.465498, 5.679970, 2.412174], [7.566430, 7.120208, 3.082487], [6.103749, 6.838083, 0.903056], [6.753354, 5.296403, 0.697101], [6.948229, 7.590168, -1.158877], [7.477783, 6.052867, -1.568530], [8.679796, 7.299821, -1.646114], [-6.327951, 7.528084, -5.168703], [-5.667113, 8.908819, -4.778457], [-5.415543, 9.808335, -5.974226], [-4.398806, 9.344121, -6.773783], [-4.208798, 10.174659, -7.915507], [-6.507321, 9.515552, -3.751636], [-6.303561, 6.927502, -4.259408], [-5.830480, 7.043521, -6.008841], [-7.389460, 7.590403, -5.408329], [-4.704619, 8.669056, -4.326569], [-5.313672, 10.843162, -5.647355], [-6.377522, 9.785880, -6.486259], [-3.405744, 9.722536, -8.497544], [-3.828720, 11.182427, -7.748047], [-5.040719, 10.240821, -8.616692], [-6.652827, 8.878576, -2.981454], [-6.084581, 10.277454, -3.240837], [11.607228, -0.872061, 9.322971], [11.759263, -1.163655, 7.832218], [12.782788, -0.286810, 7.103759], [12.320445, 1.060638, 7.207587], [13.178749, 2.081998, 6.650646], [12.198150, -2.550810, 7.833714], [11.281292, 0.150740, 9.512073], [12.573459, -0.993570, 9.812587], [10.849401, -1.423349, 9.879638], [10.781790, -1.057000, 7.361822], [12.857844, -0.593281, 6.060428], [13.762374, -0.330241, 7.579800], [14.206851, 2.054824, 7.011718], [12.749661, 3.054816, 6.890693], [13.217726, 1.971911, 5.566925], [11.401296, -3.110920, 8.100931], [12.392359, -2.872104, 6.896084], [-0.349579, -6.204834, -5.062946], [0.578691, -5.018746, -4.995285], [0.397028, -4.044922, -6.158736], [0.684546, -4.645522, -7.420916], [0.688580, -3.591301, -8.418147], [0.396663, -4.444319, -3.664934], [-0.203528, -6.713801, -6.015691], [-1.395027, -5.897142, -5.084930], [-0.203538, -6.940999, -4.272479], [1.598922, -5.402463, -4.994806], [1.099490, -3.256905, -5.887301], [-0.615773, -3.642537, -6.179487], [1.447094, -3.789569, -9.175411], [1.009933, -2.632888, -8.010393], [-0.264506, -3.621485, -8.946182], [-0.532650, -4.113670, -3.447788], [0.554098, -5.141542, -2.951350]], "forces_ev_per_angstrom": [[0.5, 0.8, -1.0], [-1.8, -0.6, 0.7], [-0.1, -0.8, 0.3], [1.0, -0.2, -0.1], [0.3, 0.3, 0.6], [0.6, -0.1, 0.1], [-0.2, 0.3, 0.3], [0.0, -0.5, -0.3], [-0.8, 0.0, -0.3], [0.0, 0.0, 0.3], [0.6, 0.6, -0.7], [-0.1, 0.0, 0.1], [0.8, -1.1, 0.7], [1.0, 1.3, -0.8], [0.0, -0.1, 0.3], [-1.4, -0.7, 0.4], [0.2, -0.3, 0.0], [-0.2, 0.5, 0.0], [-0.1, -0.5, 0.0], [0.6, 0.1, -0.1], [-0.1, 0.4, 0.0], [0.0, 0.5, -0.3], [-0.4, 0.0, -0.4], [-0.3, -0.1, 0.2], [0.5, -0.5, 0.0], [-1.1, -1.6, 0.1], [0.9, 0.6, 0.3], [0.3, 0.8, -1.2], [-0.2, 0.3, 0.4], [-0.2, 0.0, 0.5], [0.3, 0.3, 0.3], [0.4, 0.6, -0.5], [-0.3, -0.1, -0.2], [-0.1, -0.1, -0.1], [-0.4, -0.2, 0.2], [-0.1, -0.2, 0.2], [0.1, -0.8, -1.4], [-0.6, 0.7, 1.8], [-0.2, -0.9, -1.4], [1.5, 1.8, 0.5], [-0.8, 0.1, 0.4], [0.8, 0.3, 0.6], [0.0, -0.2, 0.1], [-0.6, -0.4, -0.3], [0.1, -0.4, 0.0], [0.1, -0.2, -0.3], [0.0, 0.5, 0.3], [-0.3, -0.4, -0.2], [-1.4, 0.3, -1.6], [-0.5, 0.2, 2.0], [-0.9, 1.2, 0.1], [0.7, -0.4, -0.4], [0.6, -0.8, 0.2], [-0.6, -0.3, 0.2], [0.6, 0.3, -0.6], [-0.4, -0.4, 0.6], [-0.3, 0.2, -0.3], [0.7, 0.1, -0.1], [0.5, 0.1, -0.2], [1.0, -0.5, 0.1], [0.9, -0.7, 0.4], [-1.1, 0.6, -0.2], [1.5, -0.6, -0.5], [-0.3, 0.7, 0.6], [-0.1, 0.2, 0.1], [-0.7, 1.3, 0.6], [-0.4, -0.3, 0.4], [0.4, -0.5, 0.3], [0.2, -0.3, 0.0], [0.0, -0.3, -0.6], [0.4, 0.0, -0.3], [-0.5, -0.1, -0.1], [0.1, 0.0, -0.3], [-0.1, -0.1, 0.3], [-0.3, 0.5, -0.2], [-0.4, 0.0, 0.1], [-0.1, -0.3, 0.8], [0.3, 0.1, -0.1], [0.3, 0.1, -0.1], [0.0, -0.2, -0.7], [0.3, 0.2, 0.1], [-0.4, -0.4, 0.1], [-0.1, 0.0, -0.4], [0.0, 0.2, -0.4], [1.4, 0.2, 0.7], [-0.6, -0.7, -0.4], [-0.4, -0.1, 1.0], [-0.2, 1.0, -2.3], [-0.8, 0.4, 0.4], [1.1, -0.8, -0.9], [0.3, -1.1, 0.2], [0.0, 0.6, 1.1], [-0.4, 0.4, -1.2], [-0.2, 0.3, -0.2], [-0.1, 0.0, -0.2], [-0.4, 0.0, 0.0], [-0.3, 0.1, 0.4], [0.8, 0.1, -0.2], [-0.1, -0.5, 0.1], [-0.2, 0.3, 0.3], [0.7, -0.4, 0.2], [0.3, 0.1, 0.4], [-0.4, 0.1, 0.1], [-0.2, 0.9, -0.1], [-0.6, -0.4, 0.1], [-0.1, 0.0, 0.4], [0.3, -0.2, -0.3], [-0.3, -0.2, 0.3], [-0.9, -0.7, 0.8], [0.6, 0.2, -0.2], [-0.1, 0.8, 0.8], [0.5, -2.7, -0.2], [-0.3, 1.2, -1.1], [0.9, -1.0, 0.1], [0.2, 0.5, 0.6], [-0.1, -0.3, -1.0], [0.3, 0.6, 1.4], [-0.1, -0.2, -0.6], [-0.5, 0.7, 0.1], [-0.6, 0.1, -0.5], [0.1, 0.0, -0.1], [0.7, 0.2, -0.1], [-0.2, -0.1, -0.6], [0.4, 0.4, 0.7], [0.2, 0.1, 0.2], [-0.3, 0.0, -0.4], [-0.6, -0.3, 0.2], [0.0, -0.3, -0.6], [-0.2, 0.1, 0.2], [-0.5, 0.3, -0.3], [0.7, 0.4, 0.3], [-0.1, 0.2, 0.2], [-0.7, 0.6, 0.0], [0.4, 0.7, -0.7], [1.0, -1.3, 1.0], [0.2, 0.9, -0.1], [-2.3, -1.4, -0.2], [0.1, 0.0, 0.1], [-0.4, 0.9, -1.0], [0.4, -1.0, 0.5], [-0.2, 1.1, -0.1], [-0.8, -0.4, 0.3], [0.4, 0.2, -0.2], [-0.3, 0.1, -0.4], [-0.3, 0.0, -0.3], [0.3, 0.1, 0.6], [0.1, 0.2, -0.2], [0.1, -0.3, 0.3], [0.8, 0.2, 0.3], [0.4, -0.4, 0.1], [0.1, 0.4, 0.4], [0.1, 0.0, 0.2], [-0.1, -0.4, 0.1], [0.0, -0.2, -0.4], [0.1, 0.0, 0.0], [0.5, -0.1, -0.4], [0.1, -1.4, 0.8], [-0.7, 0.6, -0.9], [-0.2, 1.6, -0.1], [0.1, -1.1, 0.5], [-0.8, 0.2, 1.0], [-0.6, -2.3, -0.3], [-0.1, 0.9, -0.5], [0.9, -1.0, 0.6], [-1.4, 0.4, -0.5], [-0.3, 1.3, -0.2], [0.4, -0.7, 0.0], [0.4, -0.2, 0.0], [-0.4, -0.3, -0.6], [0.2, 0.4, 0.3], [0.3, 0.7, 0.6], [0.4, 0.0, 0.3], [0.2, 0.0, -1.4], [0.7, 0.7, 0.2], [0.0, 0.0, -0.4], [-0.2, 0.4, 0.4], [0.5, -0.4, 0.0], [0.0, 0.7, -0.7], [0.3, -0.8, 0.5], [0.0, 0.3, 0.5], [0.3, 1.0, 0.5], [0.2, -1.6, 0.3], [-2.2, 0.2, 1.0], [0.7, 0.6, -0.9], [1.1, -0.7, -0.7], [-0.6, 0.5, 0.2], [0.3, -0.4, -0.2], [0.2, 0.0, 0.3], [0.0, 0.5, -0.1], [0.4, -0.2, -0.2], [0.5, 0.3, 0.1], [-0.2, 0.2, -0.6], [0.0, -0.3, 0.1], [-0.3, 0.2, 0.8], [-0.6, -0.1, 0.4], [-0.3, -0.6, -0.3], [0.4, 0.5, -0.6], [0.1, 1.6, 0.3], [-0.1, -0.3, 1.0], [-0.5, 0.9, 0.7], [0.4, 0.7, -0.2], [-0.6, -0.9, -0.1], [0.2, -0.6, -0.8], [0.2, 0.3, -0.3], [0.0, -0.2, 0.0], [0.1, -0.7, -0.5], [-0.1, 0.3, -0.3], [0.1, -0.1, -0.2], [0.2, -0.4, 0.0], [0.0, -0.2, 0.3], [-0.1, -0.2, 0.1], [0.0, 0.0, -0.2], [0.0, -0.2, 0.4], [0.2, 0.0, -0.4], [-0.3, -0.8, -1.6], [-0.9, -1.4, 0.8], [0.3, -0.4, 0.9], [0.4, 1.3, 0.2], [0.5, -1.2, -0.2], [0.5, 1.4, 0.4], [0.0, -0.3, -0.1], [-0.1, 0.2, 0.3], [0.1, 0.2, 0.1], [0.2, 0.2, -0.3], [0.0, 0.5, -0.5], [-0.2, 0.1, 0.1], [0.1, -0.5, 0.1], [-0.6, 0.1, 0.2], [-0.2, 0.6, 0.2], [-0.3, 0.1, -0.6], [0.4, -0.2, -0.1]], "total_charge": 0, "lumo_energy_ev": 0.36, "relative_energy_ev": 0.734, "gap_ev": 8.79, "multiplicity": 1, "largest_force_ha_per_bohr": 0.054}